[1]
15
Properties=species:S:1:pos:R:3:forces:R:3 method="wB97M-V/def2-TZVPD" relative_energy_kcal_mol=29.2 multiplicity=1 total_charge=+1
C -0.380 -0.708 -0.802 -1.972 -0.895 2.250
C 0.028 -0.094 1.448 1.701 -2.684 0.158
C 1.028 1.308 -0.340 -0.285 -0.672 2.843
N -1.077 -1.041 1.599 -0.560 1.066 -0.292
N 0.182 0.110 0.047 0.084 1.031 -1.840
N -0.476 -0.458 -2.094 -0.984 -1.077 -0.841
S -1.345 -2.072 0.217 2.017 2.540 -1.473
H -0.088 0.906 1.801 -0.664 0.320 1.237
H 1.002 -0.571 1.837 -1.085 0.934 -0.205
H 2.034 0.862 -0.102 -0.501 1.370 -0.927
H 0.776 1.592 -1.338 0.583 0.205 -0.546
H 0.787 2.207 0.378 0.447 -1.880 -1.387
H -0.991 -1.574 2.437 0.133 -0.539 0.445
H -0.299 0.475 -2.419 0.303 0.155 -0.109
H -1.181 -0.944 -2.671 0.782 0.126 0.686

---

[2]
74
Properties=species:S:1:pos:R:3:forces:R:3 method="wB97M-V/def2-TZVPD" multiplicity=1 total_charge=+1
C 6.573 -0.380 0.762 0.170 -0.780 -1.265
C 5.513 -0.460 -0.473 -0.524 0.141 0.945
C 4.350 0.634 -0.262 0.512 0.439 0.072
C 3.451 0.899 -1.568 -0.471 -0.732 -0.553
C 1.919 0.377 -1.418 0.510 -0.386 0.977
C 1.188 1.019 -0.113 0.930 0.892 -0.170
C -0.172 1.816 -0.462 0.554 -0.142 -0.308
C -1.322 1.699 0.652 -0.222 -0.071 -1.814
O -0.990 2.862 1.523 2.152 -2.080 3.997
C -0.140 2.475 2.573 1.859 -1.691 0.197
N 0.666 1.967 3.317 -4.046 2.616 -3.275
C -1.558 0.304 1.415 -0.698 -0.465 1.303
C -2.056 -0.992 0.599 -0.926 0.202 -1.093
C -1.207 -1.351 -0.710 0.449 -1.510 0.425
C -1.824 -2.628 -1.524 -0.124 1.239 -0.468
C -0.657 -3.440 -2.261 -0.699 0.106 -0.289
C 0.075 -4.538 -1.300 -2.918 1.082 -1.667
F -0.390 -5.810 -1.799 1.585 2.591 1.936
F -0.447 -4.262 0.021 1.914 -1.476 -2.557
C 1.657 -4.344 -1.412 0.495 2.397 -0.449
F 1.970 -3.176 -0.629 -1.095 -2.579 -2.349
F 2.110 -4.087 -2.751 -1.923 -0.705 3.448
S 2.717 -5.746 -0.760 3.876 -1.329 1.999
F 2.320 -6.772 -2.009 0.262 2.034 2.113
F 1.543 -6.333 0.263 1.379 0.865 -2.133
F 3.223 -4.750 0.524 -0.716 -2.073 -1.804
F 4.018 -5.087 -1.633 -2.154 -1.540 1.319
F 3.742 -6.935 -0.188 -1.812 2.102 -1.053
C -2.913 0.677 2.251 1.045 1.182 -3.091
P -3.525 -0.039 3.905 -1.106 2.668 1.656
S -4.729 1.328 4.664 0.348 -0.779 -0.669
N -3.530 1.614 1.517 0.736 -2.630 1.008
C -2.847 2.074 0.269 1.400 1.943 0.549
C -3.126 3.698 0.328 -1.082 -0.874 -0.375
B -3.439 1.712 -1.193 -0.805 -0.991 -2.917
O -2.787 2.215 -2.394 -0.393 -1.345 2.775
O -4.652 0.932 -1.441 2.832 0.378 1.025
H 6.110 -0.680 1.763 0.498 0.618 -1.428
H 7.053 0.655 0.806 -0.721 -1.446 0.080
H 7.393 -1.159 0.525 -1.158 1.334 0.545
H 5.021 -1.510 -0.460 0.865 1.643 -0.200
H 6.021 -0.300 -1.488 -0.593 -0.226 1.553
H 4.843 1.640 0.025 -0.689 -1.620 -0.355
H 3.744 0.302 0.655 0.660 0.546 -1.392
H 3.926 0.294 -2.429 -0.776 0.983 1.197
H 3.457 1.996 -1.908 -0.001 -1.542 0.707
H 1.295 0.519 -2.364 0.923 -0.010 1.187
H 1.991 -0.747 -1.219 -0.148 1.407 -0.464
H 1.079 0.240 0.714 -0.020 1.027 -1.196
H 1.938 1.805 0.292 -1.313 -1.347 -0.417
H 0.119 2.935 -0.515 -0.816 -1.825 -0.006
H -0.483 1.509 -1.515 -0.002 0.415 1.603
H -0.687 -0.135 2.037 -1.414 1.483 -0.677
H -2.102 -1.875 1.349 0.337 1.364 -1.341
H -3.155 -0.832 0.266 1.580 -0.218 0.516
H -1.133 -0.512 -1.484 -0.014 -0.946 1.489
H -0.150 -1.660 -0.347 -1.628 0.767 -0.741
H -2.544 -3.254 -0.901 1.244 0.655 -0.745
H -2.466 -2.150 -2.364 0.955 -0.988 1.241
H -1.131 -3.977 -3.168 1.026 0.554 1.612
H 0.070 -2.673 -2.693 -0.759 -1.155 0.737
H -4.139 -1.326 3.788 0.894 0.261 -0.524
H -2.367 -0.041 4.784 -0.316 -0.751 -1.292
H -4.432 2.076 1.714 0.327 -0.709 0.572
H -3.311 3.941 1.426 0.584 -0.027 -1.696
H -2.299 4.306 -0.165 -1.269 -0.883 0.782
H -4.143 3.843 -0.211 1.697 0.169 0.721
H -2.643 1.483 -3.033 -0.652 0.812 0.306
H -4.422 -0.004 -1.244 -0.708 0.661 -0.006
C -3.365 7.714 1.843 -0.230 0.201 0.010
Cl -4.820 7.825 2.842 0.216 -0.018 -0.105
Cl -2.497 6.206 2.173 0.148 0.345 0.185
Cl -3.778 7.828 0.126 0.088 -0.031 0.148
H -2.712 8.547 2.094 -0.107 -0.202 -0.052

---

[3]
78
Properties=species:S:1:pos:R:3:forces:R:3 method="wB97M-V/def2-TZVPD" relative_energy_kcal_mol=0.0 multiplicity=1 total_charge=-1
B -2.478 3.526 0.636 -0.221 -0.333 -0.367
C -2.511 3.201 -1.002 -0.528 0.037 1.022
C -3.404 1.969 -1.294 0.749 0.157 -0.423
C -2.776 0.908 -2.235 -0.848 -0.230 0.184
C -3.207 -0.515 -1.807 0.436 1.019 0.232
C -2.382 -0.923 -0.574 -0.278 -0.617 -0.186
C -2.034 -2.423 -0.573 -0.221 0.838 0.389
H -3.618 3.877 0.969 0.098 0.184 0.119
H -2.254 2.468 1.249 0.157 0.039 0.038
H -1.616 4.368 0.931 -0.126 0.101 0.023
H -2.974 4.076 -1.471 0.389 0.067 -0.313
H -1.488 3.060 -1.362 -0.059 -0.017 -0.295
H -3.657 1.488 -0.346 -0.044 0.006 0.034
H -4.336 2.303 -1.762 -0.142 -0.094 0.173
H -3.118 1.096 -3.258 0.250 0.071 -0.095
H -1.688 0.969 -2.196 0.040 0.057 -0.152
H -3.137 -1.225 -2.634 0.134 -0.032 0.141
H -4.253 -0.427 -1.492 -0.137 -0.310 -0.264
H -2.962 -0.674 0.315 0.144 -0.053 0.145
H -1.477 -0.319 -0.515 0.054 -0.024 -0.014
H -1.284 -2.623 -1.339 -0.142 -0.246 -0.120
H -1.626 -2.686 0.399 0.063 -0.249 -0.047
H -2.955 -2.982 -0.738 0.155 -0.279 -0.164
C 2.990 -2.005 0.859 0.003 0.373 0.078
C 2.877 -2.010 2.376 -0.150 -0.398 -0.224
O 1.961 -0.949 2.641 0.242 0.186 0.246
S 0.892 -0.812 1.479 0.283 -0.027 -0.315
O -0.296 -1.492 1.851 -0.080 0.073 0.080
O 0.879 0.540 1.058 -0.099 -0.317 -0.284
O 1.664 -1.699 0.391 -0.033 -0.252 0.340
H 3.659 -1.214 0.519 0.060 -0.049 0.006
H 3.314 -2.952 0.458 -0.285 -0.077 -0.175
H 3.830 -1.827 2.863 -0.092 0.262 0.081
H 2.447 -2.939 2.756 0.053 -0.047 -0.075
C 0.306 2.666 2.749 -0.366 -0.155 0.210
C -0.038 3.186 4.127 -0.074 0.414 -0.294
O 1.050 2.737 4.968 0.085 -0.152 -0.013
S 2.396 2.717 4.107 -0.799 -0.134 -0.770
O 3.142 3.902 4.367 0.263 -0.118 0.120
O 2.989 1.430 4.242 0.397 0.073 0.425
O 1.744 2.833 2.673 0.181 -0.192 1.091
H 0.074 1.609 2.640 -0.057 0.289 0.182
H -0.182 3.218 1.949 0.141 0.024 -0.025
H -0.980 2.794 4.498 0.110 -0.133 0.120
H -0.060 4.278 4.150 -0.016 -0.013 -0.003
C -7.110 -4.106 -3.113 -0.049 -0.273 0.211
C -6.508 -3.180 -2.075 -0.173 0.420 -0.160
O -5.108 -3.471 -2.120 -0.073 -0.367 0.027
S -4.677 -3.859 -3.604 -0.151 0.085 0.042
O -4.151 -2.722 -4.262 0.110 -0.148 -0.235
O -3.978 -5.093 -3.560 0.119 0.051 0.000
O -6.156 -4.114 -4.181 -0.047 0.187 0.099
H -7.210 -5.124 -2.731 -0.013 0.017 0.031
H -8.073 -3.758 -3.478 0.086 0.053 -0.179
H -6.892 -3.357 -1.074 0.207 -0.086 0.066
H -6.650 -2.130 -2.339 -0.031 -0.008 0.001
C 2.921 7.221 -0.489 0.044 0.089 -0.330
C 1.407 7.249 -0.429 -0.090 0.081 0.430
O 1.014 5.951 -0.871 0.293 -0.005 -0.309
S 2.100 4.864 -0.413 -0.373 0.151 0.239
O 1.683 4.250 0.792 0.213 0.391 -0.773
O 2.485 4.113 -1.551 0.013 -0.101 -0.099
O 3.272 5.909 -0.051 -0.083 0.083 0.117
H 3.281 7.354 -1.513 -0.025 0.039 -0.008
H 3.382 7.963 0.158 0.059 -0.141 0.126
H 0.973 8.008 -1.074 -0.083 -0.154 -0.130
H 1.050 7.390 0.594 0.022 0.034 -0.005
C 5.945 -6.361 -0.812 0.117 0.099 -0.369
C 7.284 -6.218 -0.117 -0.035 -0.318 0.248
O 7.284 -4.868 0.367 -0.085 0.060 -0.241
S 5.797 -4.437 0.765 0.125 -0.097 -0.069
O 5.612 -4.597 2.162 -0.122 0.083 0.017
O 5.496 -3.210 0.121 0.337 -0.049 0.082
O 5.037 -5.627 0.019 0.095 -0.127 0.182
H 5.955 -5.903 -1.802 0.026 -0.007 0.000
H 5.621 -7.395 -0.893 -0.156 0.036 0.152
H 8.126 -6.373 -0.786 0.047 0.229 0.004
H 7.367 -6.891 0.738 -0.014 -0.029 -0.026

---

[4]
17
Properties=species:S:1:pos:R:3:forces:R:3 method="wB97M-V/def2-TZVPD" relative_energy_kcal_mol=50.1 multiplicity=1 total_charge=+1
C 1.070 0.528 -0.239 -0.951 -2.408 0.779
C 0.214 1.711 -0.075 2.005 2.050 0.642
C -1.179 1.283 0.048 -0.816 -2.367 1.804
C -1.177 -0.253 0.357 -0.118 0.778 -0.413
C 0.039 -0.819 -0.352 1.609 1.913 2.952
N 0.776 -1.987 0.055 1.887 -0.808 -4.968
S 2.636 0.187 -0.085 -0.240 -0.257 -0.113
H 0.507 2.336 0.849 0.104 -0.905 -1.513
H 0.354 2.337 -0.965 0.194 0.295 0.230
H -1.708 1.737 0.864 -0.145 0.546 0.257
H -1.731 1.436 -0.804 -1.206 0.533 -2.112
H -1.180 -0.342 1.418 0.595 -0.464 0.934
H -2.122 -0.656 0.059 -0.386 -0.560 -0.474
H -0.072 -0.960 -1.345 -0.928 0.068 -3.399
H 0.659 -2.368 0.915 -0.696 -1.064 3.382
H 2.103 -1.353 -0.023 -0.588 0.254 0.100
H 0.810 -2.816 -0.676 -0.321 2.395 1.912

---

Number 1: HOMO -12.76 eV. Number 2: HOMO -12.42 eV. Number 3: HOMO -4.50 eV. Number 4: HOMO -14.90 eV.